C6H14N2O2 | ωB97M-V/def2-TZVPD

Geometry as XYZ:
```
24
Properties=species:S:1:pos:R:3:forces:R:3
C -2.37990 1.78728 -0.96663 -2.081 0.242 -0.142
N -3.07281 0.48016 -0.51850 3.214 3.103 1.472
C -2.23974 -0.05838 0.43345 0.191 -1.067 -1.471
C -2.38017 -1.48427 0.91284 -0.592 -0.463 0.995
O -1.22181 0.56981 0.69155 0.534 -0.879 1.342
H -1.72258 1.49093 -1.77743 0.115 0.440 -0.176
H -3.13592 2.56456 -1.25690 0.527 -1.011 -0.152
H -1.78485 2.22506 -0.13947 -0.718 -0.487 -0.781
H -3.86851 0.15486 -0.98544 -0.978 -0.802 -0.237
H -2.30162 -2.20013 0.09791 0.418 0.205 -0.383
H -3.40339 -1.73484 1.29028 0.865 0.465 0.245
H -1.54731 -1.68701 1.65074 -1.279 0.207 -0.710
C 2.21318 -1.62352 1.21693 -0.485 3.514 0.459
N 2.02783 -0.18229 0.67709 -1.374 -2.939 1.944
C 2.70209 -0.03262 -0.46973 0.905 -0.725 -3.285
C 2.79769 1.27541 -1.12105 -3.787 2.920 3.611
O 3.26124 -0.93675 -1.10526 -0.142 -0.110 1.356
H 2.36618 -1.48641 2.24786 0.115 0.045 1.536
H 1.34730 -2.17101 1.09494 -1.823 -1.269 -0.557
H 3.04427 -2.12027 0.84801 1.380 -0.556 -1.168
H 1.01295 0.10389 0.84644 2.046 0.242 -0.742
H 3.50190 1.41313 -1.81695 2.485 -0.300 -2.814
H 1.78961 1.58032 -1.48749 0.593 -0.294 -0.105
H 2.99436 2.07209 -0.36318 -0.128 -0.480 -0.237
```
Forces are in eV/Å.

Summary:
- F_max: 0.117 hartree/bohr
- SMILES: CNC(C)=O.CNC(C)=O
- M: 146.19 g/mol
- HOMO: -0.33358 Eh
- DFT total energy: -496.96685 a.u.

Mulliken analysis output, partial charges in e: -0.6808 -0.2115 0.6813 -0.9990 -0.6416 0.2668 0.2934 0.2449 0.1516 0.2958 0.3506 0.2223 -1.0326 -0.2835 0.7871 -1.1187 -0.6273 0.3796 0.2912 0.4172 0.3274 0.3934 0.1795 0.3128

=====

C6H14N2O2 | ωB97M-V/def2-TZVPD

Geometry as XYZ:
```
24
Properties=species:S:1:pos:R:3:forces:R:3
C -1.20438 -2.02608 -2.46026 -0.121 0.562 0.057
N -0.05845 -1.53476 -3.20630 -0.256 -0.055 0.150
C 0.78169 -0.64287 -2.58926 -0.422 -0.564 -0.334
C 1.92223 -0.19205 -3.46532 0.496 0.840 0.470
O 0.61300 -0.35186 -1.42396 0.485 0.183 0.025
H -1.91868 -1.22838 -2.26386 -0.251 0.114 -0.202
H -1.67889 -2.82690 -3.01362 -0.035 -0.171 0.037
H -0.90868 -2.33070 -1.46404 0.284 -0.381 -0.024
H -0.15301 -1.50076 -4.20885 0.225 -0.050 0.067
H 2.57477 0.46049 -2.88487 -0.015 -0.153 0.142
H 2.50887 -1.04582 -3.79805 -0.119 0.005 -0.220
H 1.59897 0.43437 -4.29907 -0.184 -0.374 -0.171
C -1.56916 2.33343 3.59955 -0.631 -0.274 -1.240
N -0.60944 1.26897 3.47630 0.083 -0.213 0.108
C -0.27260 0.67015 2.29290 0.196 0.399 -0.172
C 1.01688 -0.11842 2.32907 -0.524 -0.779 0.269
O -0.89246 0.86091 1.26840 -0.177 0.102 0.056
H -1.69162 2.85250 2.65041 0.424 -0.096 -0.213
H -2.58647 1.99371 3.79016 0.000 -0.097 0.600
H -1.19971 3.05078 4.29414 -0.054 0.471 0.820
H -0.22830 0.89916 4.32810 0.236 0.036 -0.045
H 0.92493 -0.98669 2.98492 -0.059 0.061 0.263
H 1.21063 -0.53631 1.35073 0.166 0.320 -0.306
H 1.81989 0.49714 2.71277 0.252 0.113 -0.137
```
Forces are in eV/Å.

Summary:
- F_max: 0.028 hartree/bohr
- SMILES: CNC(C)=O.CNC(C)=O
- M: 146.19 g/mol
- HOMO: -0.33813 Eh
- DFT total energy: -497.02484 a.u.

Mulliken analysis output, partial charges in e: -0.7524 -0.2208 0.6739 -1.1742 -0.5674 0.2892 0.3072 0.2305 0.2525 0.2901 0.3241 0.3436 -0.8769 -0.1885 0.6967 -1.0410 -0.5929 0.2995 0.2742 0.3408 0.2231 0.3375 0.2079 0.3234